Record 1
{"formula": "C56H41Cl3MnO3P2S", "method": "wB97M-V/def2-TZVPD", "homo_lumo_gap_ev": [6.404, 7.379], "spin_multiplicity": 5, "e_lumo_ev": [-3.73, -2.85], "de_lowest_kj_mol": 43.4, "total_energy_ev": -163176.752, "e_homo_ev": [-10.1, -10.2], "total_charge": 1, "species": ["Mn", "O", "S", "C", "C", "C", "C", "C", "C", "C", "C", "C", "C", "P", "C", "C", "C", "C", "C", "C", "C", "C", "C", "C", "C", "C", "C", "C", "C", "C", "C", "C", "C", "C", "C", "C", "C", "C", "P", "C", "C", "C", "C", "C", "C", "C", "C", "C", "C", "C", "C", "C", "C", "H", "H", "H", "H", "H", "H", "H", "H", "H", "H", "H", "H", "H", "H", "H", "H", "H", "H", "H", "H", "H", "H", "H", "H", "H", "H", "H", "H", "H", "H", "H", "H", "H", "H", "H", "H", "Cl", "C", "C", "C", "Cl", "C", "O", "C", "C", "O", "C", "H", "H", "H", "Cl", "C", "H", "H"], "xyz": [[-0.42103, 0.02970, -1.00254], [0.66166, 0.41644, 2.24084], [1.40641, 0.07555, 0.99957], [2.55043, -1.19078, 1.46844], [3.75871, -0.87348, 2.04514], [4.62769, -1.84382, 2.56924], [4.22043, -3.14550, 2.53456], [4.89943, -4.39646, 3.01855], [3.86651, -5.52371, 2.78773], [2.69790, -4.84384, 2.13502], [1.49923, -5.32997, 1.70939], [0.59067, -4.42430, 1.13594], [0.81412, -3.05926, 0.97752], [-0.59843, -2.19306, 0.16754], [-1.09829, -3.42549, -1.07806], [-0.19392, -3.68673, -2.10586], [-0.52380, -4.58644, -3.10174], [-1.75636, -5.22647, -3.08453], [-2.65833, -4.96618, -2.06669], [-2.33406, -4.06357, -1.06240], [-1.94140, -2.09273, 1.38038], [-3.06969, -1.35171, 1.03651], [-4.15214, -1.28566, 1.89465], [-4.10738, -1.94038, 3.11761], [-2.97612, -2.65184, 3.48053], [-1.89579, -2.73366, 2.61511], [2.06336, -2.53133, 1.44011], [2.95640, -3.46662, 1.99990], [2.39508, 1.48603, 0.57132], [3.63544, 1.38792, -0.01502], [4.46591, 2.51367, -0.19584], [4.03694, 3.71575, 0.29694], [4.71087, 5.05831, 0.38806], [3.65170, 5.99970, 1.02066], [2.44690, 5.12910, 1.25590], [1.20674, 5.39445, 1.76234], [0.23352, 4.37209, 1.70318], [0.48639, 3.09403, 1.24496], [-0.94748, 2.08634, 0.72046], [-1.74544, 3.20793, -0.48761], [-3.02498, 2.87150, -0.92626], [-3.64215, 3.59046, -1.93424], [-2.97866, 4.64834, -2.53817], [-1.69905, 4.98035, -2.12292], [-1.08597, 4.26773, -1.10427], [-2.13286, 2.12131, 2.11342], [-3.07301, 3.14602, 2.20261], [-3.94807, 3.21217, 3.27465], [-3.88918, 2.25843, 4.27844], [-2.95281, 1.23938, 4.19631], [-2.08244, 1.16551, 3.12244], [1.82951, 2.75438, 0.89702], [2.73814, 3.81828, 0.82924], [4.05008, 0.16473, 2.11132], [5.57247, -1.54441, 2.99998], [5.18192, -4.30728, 4.06804], [5.81857, -4.57051, 2.45634], [3.56034, -5.98854, 3.72624], [4.26128, -6.31900, 2.15420], [1.23212, -6.37403, 1.79237], [-0.34232, -4.84021, 0.79503], [0.76797, -3.18616, -2.12026], [0.18185, -4.79002, -3.89563], [-2.01208, -5.92729, -3.86792], [-3.61748, -5.46556, -2.04870], [-3.04246, -3.86721, -0.26864], [-3.11378, -0.81369, 0.09095], [-5.02219, -0.70707, 1.61655], [-4.94873, -1.88031, 3.79403], [-2.93071, -3.14829, 4.43990], [-1.01712, -3.28737, 2.90896], [4.01041, 0.41404, -0.29516], [5.43767, 2.39210, -0.65425], [5.03172, 5.40636, -0.59468], [5.60689, 4.99020, 1.00732], [3.40214, 6.82644, 0.35365], [4.00693, 6.44137, 1.95247], [0.93018, 6.37323, 2.12874], [-0.78226, 4.63165, 1.96956], [-3.55399, 2.03909, -0.47358], [-4.63906, 3.31864, -2.25308], [-3.45753, 5.20996, -3.32856], [-1.17440, 5.80488, -2.58766], [-0.08476, 4.54399, -0.79904], [-3.13192, 3.90762, 1.43576], [-4.66943, 4.01640, 3.32376], [-4.56693, 2.31039, 5.11939], [-2.89574, 0.48935, 4.97383], [-1.36606, 0.36166, 3.07260], [5.47064, 1.57685, -5.31003], [4.24058, 0.94587, -4.27182], [4.49898, -0.25442, -3.58146], [3.55557, -0.78676, -2.75447], [3.87738, -2.24168, -1.87657], [2.27492, -0.17112, -2.54962], [1.42162, -0.70472, -1.76967], [2.05980, 1.05445, -3.24974], [0.85886, 1.79871, -3.05268], [-0.07241, 1.51057, -2.28162], [3.04750, 1.59014, -4.11026], [5.45115, -0.74863, -3.71013], [0.74053, 2.73119, -3.62180], [2.84726, 2.51786, -4.62855], [-2.68679, 0.34662, -3.26151], [-1.72313, -0.83449, -2.41564], [-0.99678, -1.30113, -3.08428], [-2.39883, -1.56659, -1.97274]], "mulliken_charge": [0.170, -0.915, 1.656, 0.283, -0.283, -1.528, 0.463, -0.907, -0.785, -0.333, -1.299, 0.041, -0.731, 2.787, -0.002, -0.562, -0.572, -0.675, -0.776, 0.220, 0.784, -0.310, -0.659, -0.878, -0.748, -0.832, -1.356, 1.193, -0.189, 0.334, -1.325, -0.005, -0.842, -0.742, 0.550, -1.349, 0.379, -0.273, 2.316, 0.682, -0.621, -0.683, -0.737, -0.640, -0.803, 0.537, -0.453, -0.965, -0.757, -0.734, -0.502, -2.290, 1.113, 0.785, 0.481, 0.342, 0.315, 0.284, 0.318, 0.518, 0.726, 0.309, 0.483, 0.407, 0.470, 0.470, 0.074, 0.480, 0.411, 0.421, 0.410, 0.922, 0.569, 0.312, 0.274, 0.251, 0.330, 0.433, 0.480, 0.507, 0.466, 0.393, 0.480, 0.190, 0.510, 0.457, 0.431, 0.540, 0.324, -0.223, 0.119, -0.570, 0.298, -0.147, -0.714, 0.629, 1.067, -0.671, -0.214, -1.164, 0.511, 0.345, 0.483, -0.124, -0.427, 0.323, 0.460]}

Record 2
{"formula": "C56H42FeN3O3P2S", "method": "wB97M-V/def2-TZVPD", "homo_lumo_gap_ev": [7.974, 8.084], "spin_multiplicity": 5, "e_lumo_ev": [-2.51, -2.55], "total_energy_ev": -133163.517, "e_homo_ev": [-10.5, -10.6], "total_charge": 1, "species": ["Fe", "O", "S", "C", "C", "C", "C", "C", "C", "P", "C", "C", "C", "C", "C", "C", "C", "C", "C", "C", "C", "C", "C", "C", "C", "C", "C", "C", "P", "C", "C", "C", "C", "C", "C", "C", "C", "C", "C", "C", "C", "H", "H", "H", "H", "H", "H", "H", "H", "H", "H", "H", "H", "H", "H", "H", "H", "H", "H", "H", "H", "H", "H", "H", "H", "H", "H", "H", "H", "O", "C", "O", "C", "C", "C", "C", "C", "C", "C", "C", "C", "N", "H", "H", "H", "H", "H", "H", "C", "C", "C", "C", "N", "C", "C", "C", "C", "C", "C", "N", "H", "H", "H", "H", "H", "H", "H", "H"], "xyz": [[0.90302, -0.38885, 0.11204], [0.07412, 1.73515, -4.06266], [-0.48138, 1.53825, -1.27046], [-2.23738, 1.30255, -1.30486], [-3.13728, 2.34935, -1.43606], [-4.49198, 2.08595, -1.52076], [-4.95158, 0.77945, -1.48456], [-4.05378, -0.26335, -1.34906], [-2.68608, -0.02215, -1.26126], [-1.46568, -1.35985, -0.92096], [-1.43898, -2.37815, -2.45136], [-0.17458, -2.66255, -2.96146], [-0.02138, -3.44395, -4.09296], [-1.13918, -3.94515, -4.73846], [-2.40248, -3.66115, -4.24186], [-2.55848, -2.88605, -3.10456], [-2.49248, -2.34555, 0.21414], [-2.53788, -3.73225, 0.15634], [-3.27468, -4.43705, 1.09194], [-3.94868, -3.76735, 2.09894], [-3.87588, -2.38565, 2.18474], [-3.14738, -1.67885, 1.24994], [-0.15798, 3.19495, -0.70576], [-0.42768, 4.25035, -1.56416], [-0.06728, 5.53545, -1.20116], [0.64722, 5.73035, -0.03226], [0.96242, 4.66325, 0.79154], [0.52162, 3.37615, 0.50204], [0.76442, 1.91215, 1.61634], [-0.70818, 2.14695, 2.69964], [-0.59728, 1.91225, 4.07114], [-1.69388, 2.06045, 4.90034], [-2.92598, 2.40875, 4.36944], [-3.05648, 2.59325, 3.00244], [-1.95658, 2.46295, 2.17104], [2.06462, 2.48345, 2.77544], [1.88502, 3.59995, 3.59614], [2.88102, 3.98305, 4.47364], [4.04162, 3.23155, 4.58394], [4.21262, 2.10525, 3.79874], [3.23132, 1.73575, 2.89354], [-2.78428, 3.36785, -1.46536], [-5.18918, 2.90245, -1.62556], [-6.00928, 0.57375, -1.54386], [-4.42248, -1.27535, -1.27776], [0.68912, -2.26585, -2.44766], [0.96872, -3.66545, -4.46386], [-1.02858, -4.55855, -5.62106], [-3.27318, -4.05905, -4.74216], [-3.55098, -2.68655, -2.73146], [-2.01218, -4.25405, -0.63116], [-3.31868, -5.51445, 1.03094], [-4.53158, -4.31735, 2.81914], [-4.38848, -1.85485, 2.97414], [-3.09868, -0.59885, 1.30544], [-0.88708, 4.05015, -2.52046], [-0.30628, 6.36595, -1.84786], [0.97972, 6.72145, 0.23094], [1.57702, 4.84185, 1.65634], [0.35822, 1.63405, 4.49324], [-1.58428, 1.91015, 5.96464], [-3.77658, 2.54765, 5.01914], [-4.01848, 2.84415, 2.57864], [-2.07078, 2.62525, 1.10764], [0.95922, 4.15775, 3.56244], [2.73962, 4.86035, 5.08824], [4.79792, 3.51565, 5.29894], [5.10232, 1.50085, 3.89054], [3.36112, 0.84855, 2.29734], [5.08662, 0.05455, 0.39784], [3.93422, 0.01905, 0.00934], [2.93472, -0.43085, 0.64234], [3.62152, 0.58665, -1.38326], [4.62882, 1.30565, -2.02326], [4.38122, 1.81245, -3.27746], [3.13012, 1.59045, -3.86436], [2.87062, 2.01015, -5.22126], [1.73502, 1.71355, -5.86186], [0.62652, 1.05955, -5.15906], [0.85732, 0.61275, -3.75876], [2.17552, 0.85725, -3.13396], [2.41782, 0.36835, -1.91096], [5.57172, 1.42085, -1.50886], [5.13172, 2.37175, -3.81696], [3.67462, 2.52065, -5.73066], [1.59692, 1.95655, -6.90236], [-0.09958, 0.53025, -5.77036], [0.29702, -0.23525, -3.36976], [2.99782, -4.43025, -1.21636], [2.58342, -5.37315, -0.29166], [1.72392, -4.98195, 0.71954], [1.30692, -3.64905, 0.79294], [1.67212, -2.76095, -0.13756], [2.50112, -3.14195, -1.09606], [0.50282, -3.13705, 1.91914], [0.21492, -3.93165, 3.03164], [-0.47518, -3.39745, 4.10464], [-0.87498, -2.07355, 4.03654], [-0.56568, -1.35725, 2.89144], [0.11662, -1.85375, 1.87034], [3.67612, -4.68905, -2.01356], [2.94432, -6.38945, -0.34176], [1.39602, -5.71495, 1.43824], [2.80622, -2.37895, -1.79786], [0.52592, -4.96175, 3.07314], [-0.68928, -4.00405, 4.97354], [-1.41138, -1.60475, 4.84554], [-0.88648, -0.32965, 2.79354]], "mulliken_charge": [3.611, -0.371, 0.990, 0.974, -0.105, -1.140, -1.031, -0.189, -1.418, 2.694, 0.558, 0.488, -0.782, -0.863, -0.741, -0.520, -0.022, -0.719, -0.848, -0.687, -0.906, -0.576, 0.247, -0.829, -1.192, -0.942, -0.958, -0.303, 2.704, -0.390, -0.283, -0.867, -0.752, -0.637, -0.259, 0.400, -0.412, -1.019, -0.609, -0.825, -0.697, 0.614, 0.486, 0.470, 0.417, -0.610, 0.492, 0.423, 0.462, 0.283, 0.523, 0.462, 0.435, 0.504, 0.509, 0.689, 0.461, 0.467, 0.710, 0.581, 0.472, 0.431, 0.505, 0.260, 0.706, 0.439, 0.426, 0.502, 0.257, -0.761, -0.005, -0.846, 0.261, -1.097, -1.111, 0.942, -0.765, -1.074, -0.453, 0.794, -0.576, 0.738, 0.638, 0.473, 0.433, 0.443, 0.569, 0.252, -1.281, -0.887, -0.972, 0.574, 0.853, -0.509, 0.553, -0.886, -1.178, -1.024, -0.664, 0.710, 0.517, 0.476, 0.485, 0.400, 0.441, 0.437, 0.600, 0.350]}

Record 3
{"formula": "C56H44Br2FN6O4P2Sr", "method": "wB97M-V/def2-TZVPD", "homo_lumo_gap_ev": 7.038, "e_lumo_ev": 2.24, "de_lowest_kj_mol": 0.0, "total_energy_ev": -238136.390, "e_homo_ev": -4.8, "total_charge": -1, "species": ["Sr", "O", "C", "C", "C", "C", "C", "C", "C", "O", "N", "N", "C", "C", "Br", "C", "C", "C", "C", "C", "C", "C", "H", "H", "H", "H", "H", "H", "H", "H", "H", "H", "H", "H", "H", "H", "N", "P", "C", "C", "C", "C", "C", "C", "C", "C", "C", "C", "C", "C", "P", "C", "C", "C", "C", "C", "C", "C", "C", "C", "C", "C", "C", "H", "H", "H", "H", "H", "H", "H", "H", "H", "H", "H", "H", "H", "H", "H", "H", "H", "H", "H", "H", "H", "Br", "C", "C", "C", "C", "C", "C", "N", "N", "C", "C", "C", "C", "O", "C", "N", "C", "C", "C", "C", "H", "H", "H", "H", "H", "H", "H", "H", "H", "F", "O", "C"], "xyz": [[0.71497, 0.07784, -1.27619], [-3.35013, 0.03410, -2.17403], [-3.93266, -1.03738, -1.58546], [-4.89068, -1.71051, -2.33797], [-5.56114, -2.79686, -1.80395], [-5.28291, -3.22453, -0.51192], [-4.32754, -2.55240, 0.23501], [-3.64739, -1.45745, -0.27946], [-2.57201, -0.70410, 0.45609], [-1.29019, -0.98385, -0.10027], [-2.59822, -0.88800, 1.89364], [-1.62158, -0.27717, 2.63360], [-1.01049, 0.74441, 2.18142], [0.02576, 1.38682, 3.00692], [1.23386, 2.38379, 1.92562], [0.12917, 1.28402, 4.32817], [1.18267, 1.78943, 5.22560], [2.54001, 1.65439, 4.93665], [3.50083, 2.11955, 5.82215], [3.12344, 2.72576, 7.01212], [1.77518, 2.84941, 7.31941], [0.81628, 2.37622, 6.43792], [-2.57790, 0.37665, -1.69095], [-5.09053, -1.35713, -3.34134], [-6.30408, -3.31228, -2.40015], [-5.79968, -4.07670, -0.09044], [-4.10178, -2.89826, 1.23468], [-2.73708, 0.36278, 0.27476], [-2.59769, -1.86337, 2.15476], [-1.16682, 1.17415, 1.19473], [-0.69462, 0.75093, 4.79615], [2.84381, 1.16247, 4.02218], [4.54988, 1.99977, 5.58263], [3.87542, 3.09104, 7.69988], [1.46942, 3.31172, 8.24955], [-0.23587, 2.46728, 6.68132], [2.30391, -2.70953, -0.72836], [1.12631, -2.92547, -1.96969], [0.52038, -4.62170, -1.69802], [-0.84938, -4.84710, -1.77620], [-1.35878, -6.12748, -1.59847], [-0.49844, -7.18288, -1.33868], [0.87310, -6.96348, -1.26025], [1.37925, -5.68658, -1.44400], [2.30893, -3.18944, -3.36372], [3.37312, -2.32543, -3.62091], [4.12754, -2.44582, -4.78163], [3.82569, -3.42417, -5.71538], [2.75664, -4.28080, -5.48281], [2.00724, -4.16262, -4.32205], [2.09950, -1.77543, 0.72892], [3.90816, -1.54267, 1.04914], [4.33454, -0.25810, 1.37508], [5.66989, -0.00393, 1.66695], [6.59619, -1.03378, 1.62435], [6.18540, -2.31937, 1.29038], [4.85097, -2.57206, 1.01075], [1.71449, -3.01122, 2.01055], [1.95472, -4.37146, 1.86752], [1.62398, -5.24704, 2.89049], [1.05617, -4.76534, 4.06362], [0.80872, -3.40715, 4.20740], [1.12932, -2.53226, 3.17826], [3.21183, -2.49344, -1.12359], [-1.52083, -4.01238, -1.94320], [-2.42757, -6.29178, -1.64477], [-0.89411, -8.18020, -1.19158], [1.54392, -7.78919, -1.05742], [2.44749, -5.50532, -1.39290], [3.61969, -1.51295, -2.94330], [4.94529, -1.75824, -4.95579], [4.41106, -3.51310, -6.62145], [2.50631, -5.04730, -6.20567], [1.18144, -4.84338, -4.15229], [3.61766, 0.55417, 1.37762], [5.98486, 1.00287, 1.91165], [7.63813, -0.83727, 1.84399], [6.90582, -3.12731, 1.25605], [4.53568, -3.58209, 0.77326], [2.37746, -4.74005, 0.94230], [1.79826, -6.30926, 2.76964], [0.79312, -5.45092, 4.85960], [0.34831, -3.02874, 5.11139], [0.89208, -1.47718, 3.27091], [1.13520, 9.82918, -2.77589], [0.18656, 8.54725, -3.81141], [0.81560, 7.36807, -4.17708], [0.12200, 6.43300, -4.92689], [-1.19642, 6.67671, -5.30833], [-1.79818, 7.87906, -4.96167], [-1.11403, 8.81364, -4.19681], [-1.87973, 5.79902, -6.20233], [-2.03274, 4.58434, -5.96088], [-1.71578, 3.98065, -4.73234], [-1.88241, 4.56274, -3.48210], [-1.64947, 3.87045, -2.30600], [-1.19547, 2.54129, -2.29827], [-1.05105, 1.86214, -1.22789], [-0.97098, 1.93499, -3.60244], [-0.51182, 0.65818, -3.61867], [-0.40487, 0.02276, -4.75924], [-0.75073, 0.60648, -5.98981], [-1.18508, 1.90116, -6.00403], [-1.31383, 2.61214, -4.79050], [1.83432, 7.17755, -3.86932], [0.59597, 5.49970, -5.20091], [-2.81107, 8.07303, -5.29102], [-1.58578, 9.74346, -3.90997], [-2.25070, 5.57639, -3.41019], [-1.83993, 4.33794, -1.34847], [-0.02475, -0.99365, -4.71759], [-0.65591, 0.03467, -6.90324], [-1.44512, 2.39898, -6.92845], [2.25879, 1.58444, -1.95834], [-1.26563, -3.10165, 0.78659], [-0.59017, -2.32428, 0.18052]], "mulliken_charge": [0.691, -0.692, 0.353, -0.648, -0.411, -0.997, -0.293, 0.436, -2.428, 2.935, -0.029, -0.505, -0.716, 0.167, -0.087, -0.506, 0.192, -0.201, -0.744, -0.374, -0.580, -0.405, 0.177, 0.455, 0.403, 0.397, 0.287, 1.481, 0.474, 0.556, 0.453, 0.618, 0.413, 0.366, 0.362, 0.417, 0.036, 1.508, 0.044, -0.439, -0.604, -0.565, -0.862, -0.226, 0.225, -0.586, -0.890, -0.454, -0.683, -0.646, 0.547, 0.086, -0.463, -0.753, -0.500, -0.759, -0.011, 0.648, -0.251, -0.923, -0.610, -0.628, -0.324, 0.119, 0.316, 0.442, 0.370, 0.412, 0.453, 0.459, 0.407, 0.375, 0.395, 0.388, 0.355, 0.454, 0.374, 0.418, 0.302, 0.240, 0.403, 0.371, 0.445, 0.107, -0.210, 0.125, -0.592, 0.207, -0.016, -0.285, -0.491, -0.818, -0.205, -0.301, -0.221, -1.107, 0.403, -0.428, 0.249, 0.507, -0.538, -1.124, -0.564, 0.700, 0.417, 0.379, 0.394, 0.404, 0.403, 0.463, 0.502, 0.426, 0.478, -1.044, -0.298, -0.358]}